# 1
ORCA calculation (ωB97M-V with the def2-TZVPD basis set) on one molecule with the formula C4H5NO in a non-equilibrium geometry.

Geometry as XYZ:
```
11
C4H5NO, DFT ωB97M-V with the def2-TZVPD basis set
N -0.32772 -0.60791 2.88930
C -0.11975 -0.29549 1.78107
C 0.50305 0.30640 0.27238
C -0.11900 1.16461 -0.77215
C 0.31068 -0.67407 -0.76344
O -0.81983 -1.40772 -0.64973
H 1.54908 0.62010 0.36248
H 0.30336 2.17967 -0.96041
H -1.14993 1.11030 -1.10004
H 1.10559 -1.24297 -1.25895
H -1.23554 -1.15292 0.19948
```

Computed properties:
Spin multiplicity: 1
Kohn-Sham gap, eV: 10.097
LUMO level, eV: 0.74
Electronic energy, eV: -7762.659
M, g mol⁻¹: 83.090
SMILES: N#C[C@@H]1C[C@@H]1O
Relative energy (zero: lowest compared OMol25 entry of this formula, charge and spin), kJ/mol: 373.20
Strongest force on any atom, eV/A: 2.35

# 2
ORCA calculation (ωB97M-V with the def2-TZVPD basis set) on one molecule with the formula C4H5NO.

Geometry as XYZ:
```
11
C4H5NO, DFT ωB97M-V with the def2-TZVPD basis set
C 1.57491 -1.51939 -0.44813
C 1.18504 -0.28225 -0.25223
N 0.86518 0.88463 -0.06926
C -0.54268 1.26294 -0.05976
C -1.44225 0.27568 0.66764
O -2.64146 0.33917 0.63350
H 1.68034 -2.19994 0.38836
H 1.78360 -1.87307 -1.45096
H -0.64368 2.23951 0.42395
H -0.90928 1.37918 -1.08482
H -0.90971 -0.50646 1.25173
```

Computed properties:
Spin multiplicity: 1
Kohn-Sham gap, eV: 10.086
LUMO level, eV: 0.91
Electronic energy, eV: -7764.552
M, g mol⁻¹: 83.090
SMILES: C=C=NCC=O
Relative energy (zero: lowest compared OMol25 entry of this formula, charge and spin), kJ/mol: 190.46
Strongest force on any atom, eV/A: 0.63